# 1
C12H24O6S3 as an isolated structure. Source: the Open Molecules 2025 dataset; level of theory: ωB97M-V with the def2-TZVPD basis set.

Structure (XYZ):
```
45
Properties=species:S:1:pos:R:3:lowdin_charge:R:1
C 1.152 10.293 3.109 -0.20
C -0.323 10.498 3.352 -0.28
C -1.113 9.622 2.482 -0.41
S -0.231 9.645 0.865 0.73
O -0.746 10.647 -0.046 -0.36
O 0.072 8.296 0.405 -0.35
C 1.233 10.351 1.619 -0.25
H 1.653 9.430 3.548 0.13
H 1.716 11.100 3.577 0.08
H -0.516 11.537 3.085 0.12
H -0.478 10.552 4.430 0.10
H -2.150 9.951 2.427 0.10
H -1.191 8.576 2.780 0.02
H 1.596 11.226 1.079 0.05
H 1.978 9.673 1.201 0.10
C -3.709 8.258 6.180 -0.23
C -3.074 9.239 7.142 -0.22
C -2.092 10.041 6.304 -0.16
S -2.395 9.842 4.386 0.87
O -1.516 8.808 3.831 -0.31
O -2.450 11.199 3.841 -0.31
C -3.960 8.981 4.872 -0.19
H -4.695 7.981 6.552 0.12
H -3.157 7.338 5.986 0.12
H -2.472 8.650 7.834 0.11
H -3.898 9.753 7.637 0.12
H -1.110 9.727 6.658 0.10
H -2.351 11.077 6.524 0.10
H -4.288 8.425 3.993 0.11
H -4.569 9.862 5.070 0.11
C 4.552 13.507 2.798 -0.23
C 4.050 12.601 1.658 -0.22
C 2.730 13.244 1.026 -0.13
S 1.884 13.735 2.681 0.73
O 1.152 12.641 3.159 -0.36
O 1.381 15.090 2.545 -0.33
C 3.374 13.867 3.728 -0.20
H 4.808 14.379 2.196 0.11
H 5.500 13.096 3.146 0.12
H 3.778 11.618 2.041 0.10
H 4.822 12.418 0.910 0.11
H 2.118 12.574 0.420 0.08
H 2.908 14.230 0.598 0.09
H 3.358 13.334 4.678 0.10
H 3.680 14.890 3.949 0.10
```

Properties
energy above the lowest of the compared OMol25 structures with the same formula, charge and spin: 1194.5 kJ/mol
LUMO level: 0.294 eV
HOMO energy: -6.56 eV
total charge: 0

---

# 2
A 4-piece molecular cluster, C12H24O8 overall. Source: the Open Molecules 2025 dataset; level of theory: ωB97M-V with the def2-TZVPD basis set.

Structure (XYZ):
```
44
Properties=species:S:1:pos:R:3:lowdin_charge:R:1
C 1.470 1.380 -2.311 -0.03
O 2.383 0.293 -2.055 0.03
C 2.118 -0.589 -1.125 -0.53
O 1.013 -0.673 -0.522 0.05
O 3.133 -1.509 -0.972 0.00
C 3.002 -2.586 -0.075 -0.06
H 1.547 1.679 -3.357 0.11
H 1.644 2.278 -1.720 0.09
H 0.426 1.161 -2.085 0.07
H 2.732 -2.257 0.928 0.08
H 3.963 -3.097 -0.015 0.10
H 2.361 -3.428 -0.336 0.10
C -0.167 -0.194 6.785 0.02
O -0.405 -1.173 5.693 -0.02
C 0.411 -1.339 4.670 -0.57
O 1.449 -0.716 4.543 0.11
O -0.203 -2.186 3.764 -0.01
C 0.522 -2.482 2.596 -0.09
H -0.024 0.737 6.235 0.09
H 0.733 -0.429 7.352 0.10
H -1.112 0.016 7.286 0.10
H 1.566 -2.781 2.690 0.08
H 0.641 -1.578 2.000 0.08
H -0.019 -3.290 2.102 0.10
C -0.621 3.823 -1.148 -0.01
C -2.141 3.704 -1.381 -0.44
O -2.586 3.166 -2.402 0.01
C -3.232 4.187 -0.426 -0.02
H -0.094 3.371 -1.988 0.04
H -0.251 3.526 -0.167 0.09
H -0.323 4.862 -1.291 0.09
H -2.761 4.569 0.480 0.07
H -3.904 3.363 -0.185 0.09
H -3.764 4.988 -0.939 0.09
C 0.081 -1.765 -3.990 0.07
C -1.219 -2.307 -3.377 -0.24
O -1.775 -3.305 -3.782 0.38
C -1.895 -1.294 -2.431 0.09
H 0.404 -2.192 -4.939 0.11
H 0.980 -1.899 -3.388 0.11
H 0.087 -0.679 -4.080 0.11
H -1.289 -1.119 -1.542 0.10
H -2.773 -1.864 -2.125 0.11
H -2.106 -0.369 -2.968 0.13
```

Properties
spin multiplicity: 2
LUMO level (spin up / spin down): -5.348 / -9.208 eV
HOMO energy (spin up / spin down): -12.15 / -12.15 eV
total charge: +1

---

# 3
C12H25AlNO5 as an isolated structure. Source: the Open Molecules 2025 dataset; level of theory: ωB97M-V with the def2-TZVPD basis set.

Structure (XYZ):
```
44
Properties=species:S:1:pos:R:3:lowdin_charge:R:1
C 3.765 -4.001 1.335 -0.11
C 2.258 -4.407 1.813 -0.28
O 1.899 -5.537 0.959 -0.29
C 0.659 -6.150 1.418 -0.29
Al -1.019 -5.182 0.669 0.19
O -0.530 -3.566 -0.148 -0.28
N -2.283 -4.773 2.074 0.03
C -2.325 -3.495 2.238 -0.39
O -2.270 -2.246 2.172 -0.01
H 3.704 -3.908 0.195 0.07
H 4.399 -4.948 1.538 0.07
H 4.161 -3.071 1.865 0.07
H 1.586 -3.496 1.644 0.11
H 2.309 -4.686 2.922 0.11
H 0.611 -6.327 2.551 0.05
H 0.625 -7.205 0.929 0.06
H -1.802 -6.080 -0.410 -0.08
H -0.465 -3.736 -1.112 0.00
C -0.371 1.043 -1.112 -0.18
C 0.080 0.146 0.019 -0.17
C 1.088 -0.749 -0.671 -0.20
O 1.678 0.028 -1.728 -0.15
C 0.911 1.225 -1.902 -0.22
H -0.802 1.989 -0.778 0.09
H -1.116 0.523 -1.723 0.12
H 0.578 0.744 0.791 0.11
H -0.731 -0.411 0.490 0.11
H 0.603 -1.617 -1.124 0.10
H 1.870 -1.101 0.006 0.11
H 1.502 2.062 -1.511 0.11
H 0.728 1.395 -2.966 0.11
C -1.200 6.922 -0.983 -0.18
C -2.439 6.428 -0.272 -0.18
C -2.598 5.035 -0.846 -0.20
O -1.281 4.561 -1.157 -0.15
C -0.364 5.660 -1.072 -0.21
H -0.689 7.735 -0.464 0.11
H -1.462 7.268 -1.989 0.11
H -2.250 6.370 0.805 0.12
H -3.317 7.058 -0.430 0.11
H -3.177 5.051 -1.776 0.12
H -3.081 4.346 -0.148 0.12
H 0.242 5.521 -0.170 0.12
H 0.298 5.654 -1.940 0.12
```

Properties
LUMO level: 2.364 eV
HOMO energy: -4.52 eV
total charge: -1